(1)
# C12H14

C12H14 in the gas phase in a non-equilibrium geometry (wB97M-V/def2-TZVPD, the OMol25 dataset).

The geometry in XYZ format:
```
26
Properties=species:S:1:pos:R:3:forces:R:3
C -1.438 1.599 -0.488 -0.94 1.02 -2.80
C 0.768 -1.172 -2.090 -3.71 -1.94 -1.00
C -0.203 0.833 -1.047 -0.24 1.32 -2.75
C 0.843 -1.289 -0.619 1.09 -0.23 0.14
C 0.849 -0.960 2.108 -1.52 2.91 1.74
C -0.500 -0.143 -2.350 6.60 2.80 0.77
C 0.236 -0.040 1.305 -1.66 0.51 -1.86
C -0.820 0.850 1.872 1.28 2.95 0.69
C -1.183 2.097 0.884 2.25 0.39 3.81
C 1.560 -1.941 1.497 -2.90 2.23 -2.84
C 1.462 -2.297 0.179 0.01 1.48 -0.72
C 0.403 -0.062 -0.101 -0.19 -3.33 3.19
H 0.732 -2.147 -2.660 -0.54 0.79 0.68
H -0.205 1.216 2.796 -2.00 0.02 -1.03
H -0.199 0.536 -3.228 -1.29 -1.43 0.80
H 0.657 1.554 -1.388 -1.64 -0.85 0.40
H -1.777 0.379 2.162 0.72 -0.20 -0.02
H -1.863 2.787 1.536 0.53 -1.26 -1.96
H -0.203 2.695 0.811 -1.27 -0.63 0.18
H 1.696 -0.838 -2.354 2.30 1.81 -1.24
H -1.397 -0.642 -2.342 -2.16 -0.88 -0.14
H 1.962 -3.237 -0.115 -0.59 0.79 -0.42
H -2.258 0.859 -0.593 0.05 0.60 0.40
H 0.616 -0.705 3.249 1.18 -1.45 -2.32
H 1.964 -2.453 2.164 4.15 -5.42 5.07
H -1.704 2.524 -1.188 0.49 -2.01 1.21
```
Forces are in eV/Å.

For the largest force on an atom, the calculation gives 8.51 eV/A. Its SMILES is c1cc2c3c(c1)CC[C@H]3CCC2. Its energy above the lowest of the compared OMol25 structures with the same formula, charge and spin is 36.7 kcal per mole. As for the frontier orbital gap: 9.53 eV. The calculation puts the total energy at -465.54990 Ha. The spin multiplicity is 1. The HOMO energy comes out at -8.51 eV.

=====

(2)
# C12H14BBeN9

A molecular structure, C12H14BBeN9 in a non-equilibrium geometry (wB97M-V/def2-TZVPD, the OMol25 dataset).

The geometry in XYZ format:
```
37
Properties=species:S:1:pos:R:3:forces:R:3
N 0.756 1.034 1.650 0.24 0.29 1.86
N -1.486 -4.904 -1.216 0.30 2.82 0.45
N -2.684 -6.341 0.476 1.10 1.11 -1.69
N -1.389 -2.695 -0.148 0.09 1.67 0.63
N -1.594 0.000 0.063 -1.16 0.64 -0.56
N 1.848 0.953 -1.419 0.82 0.44 -1.67
N -0.972 1.009 -0.685 0.23 -0.37 0.55
N 2.548 -0.112 -0.786 -1.08 -1.67 -1.25
N 0.871 2.024 0.746 0.58 2.45 0.80
C -0.133 -1.483 1.944 2.41 -0.31 2.40
C -2.127 -5.704 -0.335 -0.92 -1.05 1.59
C -3.206 1.139 -1.015 0.22 0.13 0.14
C -1.394 -3.697 -0.756 -0.92 -4.19 -0.11
C 1.087 3.213 1.403 -0.27 -1.71 -3.70
C 0.867 1.547 2.887 0.06 0.55 -0.70
C 3.154 -0.045 -2.957 0.37 -2.20 1.01
C 3.080 -0.851 -1.759 -0.23 0.55 0.39
C -2.939 0.071 -0.168 1.22 1.34 -0.78
C 2.381 1.078 -2.672 -2.03 1.51 2.23
C 1.121 2.935 2.773 -0.18 -1.34 2.20
C -1.966 1.706 -1.272 -0.41 -0.40 0.01
B 0.546 1.653 -0.733 -0.47 1.01 0.07
Be -1.360 -1.424 0.805 -0.09 -0.61 -5.74
H 0.318 -0.962 1.098 -0.72 -0.23 -0.38
H 0.319 -2.465 1.992 -0.51 -0.31 0.37
H -1.745 2.604 -1.806 0.09 0.17 -0.38
H -3.676 -0.604 0.240 0.25 -0.29 0.20
H 1.220 4.141 0.857 -0.05 -0.08 0.13
H 0.757 0.950 3.795 0.19 0.23 -0.43
H -4.172 1.463 -1.373 0.17 0.02 0.04
H 0.366 2.723 -1.267 0.24 -0.58 -0.27
H 3.691 -0.311 -3.851 0.06 0.24 -0.18
H 1.321 3.620 3.582 -0.02 0.14 -0.05
H 3.348 -1.914 -1.620 0.48 1.05 0.14
H 0.254 -0.826 2.720 -0.47 -0.68 0.27
H -1.240 -1.472 2.107 0.75 -0.28 2.40
H 2.228 1.946 -3.298 -0.36 -0.05 0.02
```
Forces are in eV/Å.

For the largest force on an atom, the calculation gives 5.77 eV/A. As for the net charge: +2. Its energy above the lowest of the compared OMol25 structures with the same formula, charge and spin is 134.8 kcal per mole. As for the frontier orbital gap (spin up / spin down): 3.10 / 2.47 eV. The calculation puts the total energy at -997.31591 Ha. The spin multiplicity is 1. The HOMO energy (spin up / spin down) comes out at -13.80 / -13.80 eV.

=====

(3)
# C12H14BrNO3S

C12H14BrNO3S in the gas phase (wB97M-V/def2-TZVPD, the OMol25 dataset).

The geometry in XYZ format:
```
32
Properties=species:S:1:pos:R:3:forces:R:3
Br -3.832 3.657 4.733 0.10 -0.12 -0.16
S 0.603 -1.769 -3.432 0.09 0.12 -0.17
O 1.771 -1.822 1.756 0.06 -0.02 0.16
O 2.408 -2.798 -0.145 0.18 -0.34 -0.52
O -1.523 0.456 -0.862 -0.19 -0.02 -0.34
N 0.118 -0.138 0.573 0.22 -0.19 0.38
C 2.287 -2.332 -3.821 -0.47 0.22 0.28
C 0.957 -0.147 -2.686 0.02 -0.38 -0.24
C -1.685 1.222 1.380 -0.27 0.13 0.12
C -3.091 3.065 2.043 -0.03 0.03 0.12
C 1.693 -0.259 -1.357 -0.08 -0.11 -0.06
C 1.710 -1.908 0.557 -0.23 0.19 0.33
C -1.044 0.475 0.255 0.30 -0.02 0.27
C -1.582 0.825 2.711 0.00 0.08 -0.21
C 0.846 -1.017 -0.312 -0.02 0.09 -0.24
C -2.222 1.543 3.704 -0.08 0.12 0.13
C -2.963 2.662 3.362 -0.07 0.05 0.16
C -2.456 2.335 1.058 0.13 -0.17 -0.03
H -2.149 1.235 4.736 -0.01 -0.01 0.06
H 2.805 -2.618 -2.910 0.16 -0.04 -0.01
H 1.534 0.436 -3.404 -0.02 0.08 0.02
H 2.819 -1.542 -4.343 0.13 0.00 -0.08
H 0.473 -0.110 1.519 -0.12 0.06 -0.10
H 2.934 -3.362 0.445 -0.18 0.25 0.11
H -3.682 3.933 1.793 -0.03 0.06 -0.01
H 2.180 -3.196 -4.467 0.06 -0.08 -0.07
H -0.023 0.307 -2.540 0.09 0.04 -0.05
H 2.641 -0.776 -1.506 0.01 0.08 -0.02
H 1.908 0.743 -0.978 0.05 -0.05 0.08
H -1.027 -0.061 2.985 0.06 -0.09 0.02
H -2.549 2.616 0.020 -0.02 0.01 -0.09
H 0.140 -1.656 -0.865 0.17 0.02 0.17
```
Forces are in eV/Å.

For the largest force on an atom, the calculation gives 0.65 eV/A. Its SMILES is CSCC[C@H](NC(=O)c1ccc(Br)cc1)C(=O)O. Its energy above the lowest of the compared OMol25 structures with the same formula, charge and spin is 0.0 kcal per mole. As for the frontier orbital gap: 9.01 eV. The calculation puts the total energy at -3718.39989 Ha. The spin multiplicity is 1. The HOMO energy comes out at -8.59 eV.

=====

(4)
# C12H14Cl3N2

4 unconnected molecules or ions with the total composition C12H14Cl3N2 in a non-equilibrium geometry (wB97M-V/def2-TZVPD, the OMol25 dataset).

The geometry in XYZ format:
```
31
Properties=species:S:1:pos:R:3:forces:R:3
Cl -15.495 -16.304 22.778 0.04 0.16 0.06
Cl -13.850 -14.419 27.224 -0.16 -0.19 0.28
Cl -12.018 -17.116 26.205 0.10 -0.13 0.08
N -17.085 -17.529 18.815 -0.68 -0.27 -0.32
N -14.153 -15.734 18.944 -0.12 0.19 -0.58
C -19.163 -16.406 19.269 -0.43 -0.66 -0.55
C -14.139 -15.455 25.767 0.50 0.47 -0.14
C -14.261 -14.249 17.068 -0.76 0.33 -0.10
C -17.878 -16.803 19.606 0.26 0.06 0.59
C -12.817 -15.877 25.198 0.39 0.16 -0.85
C -14.257 -15.520 17.623 0.43 0.14 0.50
C -17.610 -17.926 17.650 0.35 0.32 0.18
C -18.878 -17.574 17.203 0.09 -0.06 -0.02
C -14.110 -14.665 19.730 -0.38 0.11 0.49
C -19.677 -16.820 18.040 0.10 0.43 0.39
C -14.373 -13.146 17.914 0.99 -0.29 -0.22
C -14.231 -13.351 19.270 -0.10 -0.07 -0.12
H -17.486 -16.573 20.595 0.25 0.13 -0.11
H -16.952 -18.552 17.059 -0.06 0.00 -0.21
H -14.653 -14.793 25.079 -0.14 -0.35 -0.24
H -14.735 -16.325 26.013 -0.20 0.17 0.15
H -14.423 -12.151 17.487 -0.10 0.03 0.08
H -20.685 -16.554 17.745 0.00 0.03 -0.01
H -14.195 -12.508 19.947 -0.15 -0.13 0.16
H -12.931 -16.269 24.186 -0.45 -0.33 0.22
H -19.240 -17.865 16.226 0.08 -0.19 0.01
H -19.796 -15.892 19.978 0.15 0.18 0.05
H -12.104 -15.061 25.078 -0.15 0.15 0.41
H -14.091 -14.867 20.798 0.16 -0.09 -0.02
H -14.323 -16.415 17.017 0.12 0.02 -0.14
H -14.262 -14.067 15.999 -0.12 -0.33 -0.04
```
Forces are in eV/Å.

For the largest force on an atom, the calculation gives 1.06 eV/A. As for the net charge: -1. Its energy above the lowest of the compared OMol25 structures with the same formula, charge and spin is 4.7 kcal per mole. As for the frontier orbital gap: 7.39 eV. The calculation puts the total energy at -1955.82698 Ha. The spin multiplicity is 1. The HOMO energy comes out at -4.47 eV.

=====

(5)
# C12H14ClO2

2 unconnected molecules or ions with the total composition C12H14ClO2 in a non-equilibrium geometry (wB97M-V/def2-TZVPD, the OMol25 dataset).

The geometry in XYZ format:
```
29
Properties=species:S:1:pos:R:3:forces:R:3
Cl -0.599 2.428 0.681 -0.49 -0.11 0.37
O -1.911 -0.270 -2.098 0.12 -1.44 -1.22
O -2.799 1.618 -1.171 -0.97 0.73 -0.23
C -2.141 0.675 -1.440 1.07 0.75 1.98
C 0.454 -0.806 1.854 -1.04 -0.38 1.99
C 2.876 0.245 -2.454 1.14 -0.47 -1.33
C 0.977 -0.804 -1.374 2.03 4.81 0.28
C 2.558 1.454 -1.872 1.79 0.36 -0.10
C 2.082 -0.887 -2.217 -0.27 -0.20 -0.13
C -0.934 -0.273 1.276 0.81 0.48 1.59
C 1.497 1.525 -1.002 -0.28 1.68 1.30
C 0.638 0.472 -0.702 -0.20 -1.56 -0.83
C -1.787 -1.498 0.908 2.46 -1.76 -0.36
C -0.616 0.715 0.099 0.17 -0.71 -0.86
C -1.745 0.420 2.483 2.44 1.84 -0.85
H 3.739 0.241 -3.170 -0.84 -0.34 0.74
H 1.311 2.478 -0.451 0.36 -0.95 -0.89
H 2.214 -1.869 -2.751 0.16 1.22 0.48
H -2.212 -1.993 1.777 0.54 -0.14 0.59
H 3.308 2.308 -2.023 -1.52 -1.06 0.23
H 0.264 -1.579 2.699 0.07 1.09 -1.16
H -2.626 0.943 2.125 -0.23 -0.13 -0.24
H -1.134 -2.317 0.353 -1.57 1.71 0.72
H 0.332 -1.546 -1.516 -2.86 -3.05 0.45
H -2.666 -1.234 0.411 -1.10 0.49 -1.62
H -2.022 -0.386 3.129 -0.08 -0.20 0.83
H 0.990 -1.367 1.078 0.15 0.54 0.28
H 1.053 0.018 2.373 -0.61 -0.96 -1.17
H -1.104 1.288 2.995 -1.27 -2.24 -0.84
```
Forces are in eV/Å.

For the largest force on an atom, the calculation gives 5.23 eV/A. As for the net charge: -1. Its energy above the lowest of the compared OMol25 structures with the same formula, charge and spin is 13.8 kcal per mole. As for the frontier orbital gap: 6.55 eV. The calculation puts the total energy at -1076.33024 Ha. The spin multiplicity is 1. The HOMO energy comes out at -3.15 eV.

=====

(6)
# C12H14CrN2PS

A molecular structure, C12H14CrN2PS in a non-equilibrium geometry (wB97M-V/def2-TZVPD, the OMol25 dataset).

The geometry in XYZ format:
```
31
Properties=species:S:1:pos:R:3:forces:R:3
Cr 0.709 -1.887 0.469 -0.80 0.84 -0.42
S 2.364 -1.324 4.213 -0.50 0.90 0.98
P -0.919 -3.610 0.535 0.00 -0.04 -0.23
N 0.965 -0.663 2.148 1.11 -0.11 0.91
N 2.511 -2.163 1.447 1.63 0.37 1.76
C -0.575 1.110 3.020 0.07 0.05 0.25
C -0.111 3.299 -0.862 0.41 -0.77 -0.12
C 1.028 1.262 -0.954 -1.65 0.20 -0.48
C 0.402 0.121 3.177 0.87 -0.40 -0.69
C 2.026 -1.341 2.562 -2.56 0.49 -2.25
C -0.388 1.030 -1.317 1.39 0.45 0.63
C 1.163 2.675 -0.735 0.07 -1.02 0.50
C 0.648 0.592 5.535 -0.24 0.26 0.19
C 1.036 -0.109 4.400 0.21 -0.30 0.17
C -1.042 2.315 -1.265 0.12 -1.35 0.32
C -0.332 1.590 5.395 0.44 -0.48 -0.18
C -0.914 1.869 4.148 0.15 -0.65 -0.57
H -0.335 -4.776 -0.039 -0.46 0.14 0.25
H 1.102 0.349 6.494 -0.15 0.29 -0.12
H -0.820 0.031 -1.577 0.26 1.04 0.01
H -2.141 -3.538 -0.196 0.18 -0.30 0.35
H -1.646 2.667 4.040 0.18 -0.17 0.11
H 1.821 0.474 -0.922 -0.53 0.82 -0.18
H 2.115 3.144 -0.458 -0.53 -0.04 -0.08
H 2.843 -3.057 1.793 -0.22 -0.26 -0.02
H 3.378 -1.718 1.134 -0.25 0.11 -0.44
H -0.990 1.273 2.021 0.11 0.12 0.30
H -2.106 2.439 -1.485 0.41 0.16 0.15
H -0.340 4.334 -0.609 0.12 -0.23 -0.37
H -1.370 -4.114 1.797 0.04 -0.01 -0.66
H -0.642 2.170 6.258 0.11 -0.12 -0.03
```
Forces are in eV/Å.

For the largest force on an atom, the calculation gives 3.44 eV/A. As for the frontier orbital gap (spin up / spin down): 4.71 / 4.80 eV. As for the expectation value of S²: 3.969. The calculation puts the total energy at -2358.96766 Ha. The spin multiplicity is 4. The HOMO energy (spin up / spin down) comes out at -5.38 / -5.38 eV.